No. 1
{"formula": "C14H21N7", "method": "wB97M-V/def2-TZVPD", "elements": ["C", "C", "N", "H", "H", "H", "C", "C", "N", "H", "H", "H", "C", "C", "N", "H", "H", "H", "C", "C", "N", "H", "H", "H", "C", "C", "N", "H", "H", "H", "C", "C", "N", "H", "H", "H", "C", "C", "N", "H", "H", "H"], "positions_angstrom": [[-2.6184, -2.2340, -4.2899], [-3.8471, -2.5092, -3.5499], [-4.7954, -2.7056, -2.8500], [-2.5270, -1.1478, -4.2918], [-2.8204, -2.3761, -5.3516], [-1.6905, -2.6117, -3.8604], [3.6468, -3.2080, 0.4957], [4.3911, -4.3528, -0.1077], [5.0369, -5.2196, -0.6083], [4.3848, -2.4970, 0.8670], [3.0932, -3.7384, 1.2705], [2.9705, -2.7142, -0.2021], [-2.9513, 0.7781, 3.0464], [-1.9503, 1.7391, 3.5333], [-1.1675, 2.4914, 3.8444], [-2.8706, -0.1210, 3.6573], [-2.7205, 0.5256, 2.0115], [-3.9762, 1.1436, 3.1093], [1.6117, 3.5342, 2.6776], [1.0627, 3.1097, 1.3625], [0.6059, 2.8236, 0.3255], [2.1560, 4.4133, 2.3326], [2.2633, 2.8258, 3.1892], [0.9183, 3.9451, 3.4114], [3.7871, 0.2325, -0.3025], [3.7834, 1.2241, -1.3236], [3.7585, 1.9773, -2.2124], [2.9674, -0.4395, -0.5565], [3.5285, 0.7576, 0.6170], [4.7160, -0.3226, -0.1712], [-2.5991, 1.9201, -1.4408], [-3.8643, 1.6177, -0.7801], [-4.8504, 1.4279, -0.2454], [-1.9684, 2.2557, -0.6177], [-2.6568, 2.7963, -2.0866], [-2.1716, 1.0504, -1.9397], [-0.2150, -0.9448, 0.5970], [-0.8747, -1.3607, -0.6196], [-1.3794, -1.6837, -1.5813], [-0.2344, 0.1450, 0.5948], [0.8224, -1.2773, 0.5600], [-0.7552, -1.2701, 1.4861]], "atomic_forces_ev_per_a": [[-0.69, 1.30, -0.62], [-3.44, -1.12, 3.53], [3.89, 0.80, -3.23], [0.21, 0.21, 0.43], [0.41, -0.84, -0.02], [-0.44, -0.39, -0.18], [0.66, -1.58, -0.18], [2.50, -2.45, -2.45], [-2.61, 3.29, 2.08], [-0.24, -0.02, 0.31], [-0.27, 0.81, 0.40], [0.01, -0.21, -0.10], [0.35, -0.11, 0.27], [-2.12, -1.61, -1.02], [1.62, 1.58, 0.84], [-0.03, -0.07, -0.10], [-0.08, 0.00, 0.02], [0.19, 0.22, -0.01], [0.21, 0.97, -0.96], [-1.35, -0.98, -0.70], [0.97, 0.58, 2.08], [0.74, 0.05, 0.46], [-0.04, -0.15, -0.48], [-0.58, -0.53, -0.45], [-0.48, -0.21, 0.83], [0.56, 1.97, -2.91], [0.03, -1.17, 1.63], [-0.05, -0.30, 0.27], [-0.01, -0.33, 0.32], [0.00, 0.21, -0.23], [0.15, 0.36, 0.73], [0.89, 0.28, -1.14], [-1.14, -0.27, 0.75], [0.57, -0.25, -0.12], [-0.31, -0.27, -0.22], [-0.05, 0.12, 0.07], [-0.24, 0.67, -0.02], [0.52, 0.20, 1.40], [-0.86, -0.49, -1.69], [0.27, 0.17, 0.10], [0.09, -0.12, 0.37], [0.22, -0.32, -0.05]], "spin_multiplicity": 2, "charge": -1, "homo_lumo_gap_ha": [0.09986, 0.42412]}

=====

No. 2
{"formula": "C14H21N7", "method": "wB97M-V/def2-TZVPD", "elements": ["C", "C", "N", "H", "H", "H", "C", "C", "N", "H", "H", "H", "C", "C", "N", "H", "H", "H", "C", "C", "N", "H", "H", "H", "C", "C", "N", "H", "H", "H", "C", "C", "N", "H", "H", "H", "C", "C", "N", "H", "H", "H"], "positions_angstrom": [[6.3040, 0.8111, -3.5912], [6.8490, 2.0356, -4.1492], [7.3814, 3.0159, -4.5289], [6.8018, 0.6244, -2.6397], [6.5888, -0.0476, -4.1992], [5.2485, 0.8690, -3.3255], [3.9926, -4.1099, -1.1731], [3.8526, -5.3616, -0.4828], [3.6633, -6.3708, 0.1117], [4.0072, -3.3045, -0.4389], [3.2734, -3.9886, -1.9831], [5.0019, -4.1935, -1.5762], [-4.0125, 7.6048, 0.7325], [-3.6445, 7.5963, 2.2091], [-3.3612, 7.6467, 3.2895], [-3.2674, 8.1653, 0.1680], [-4.9961, 7.9887, 0.4619], [-4.0228, 6.5380, 0.5089], [0.9023, 1.1351, 1.3881], [-0.3602, 1.7283, 0.8494], [-1.3021, 2.2083, 0.4332], [0.6785, 0.2164, 1.9303], [1.1839, 1.9144, 2.0963], [1.5487, 1.0451, 0.5151], [-7.3051, 2.5295, -1.2590], [-8.0432, 2.4643, -2.5004], [-8.6104, 2.4643, -3.4733], [-7.8057, 2.0843, -0.3992], [-7.0460, 3.5644, -1.0358], [-6.4214, 1.8956, -1.3313], [-3.6981, -3.7296, -2.0656], [-2.5906, -3.8266, -1.1834], [-1.6027, -3.9300, -0.5201], [-3.3950, -4.0379, -3.0661], [-4.2683, -2.8043, -1.9821], [-4.4114, -4.5422, -1.9274], [3.9967, -3.8729, 5.8256], [3.4427, -5.2506, 5.4415], [3.0387, -6.3392, 5.1213], [5.0438, -3.6850, 5.5878], [3.9350, -3.6290, 6.8861], [3.4296, -3.1224, 5.2748]], "atomic_forces_ev_per_a": [[0.40, -0.39, 0.72], [1.70, 3.12, -1.05], [-1.75, -2.98, 1.04], [0.18, 0.17, 0.11], [-0.50, 0.09, -0.24], [-0.02, -0.01, -0.59], [1.04, 0.03, -0.12], [-1.69, -4.42, 2.75], [0.91, 3.67, -2.24], [-0.30, 0.12, -0.24], [-0.01, 0.09, 0.26], [0.04, 0.51, -0.42], [0.45, -0.70, 1.45], [-1.83, 0.77, -5.47], [1.06, -0.02, 3.90], [0.07, -0.32, 0.08], [0.02, 0.16, 0.68], [0.23, 0.11, -0.64], [-1.73, 1.19, -0.36], [1.51, -1.28, 0.68], [-1.22, 0.64, -0.53], [0.22, -0.03, -0.32], [0.81, -0.28, 0.00], [0.37, -0.24, 0.53], [0.54, -0.45, 0.58], [1.01, 0.04, 2.33], [-1.40, -0.08, -2.46], [-0.57, 0.27, -0.21], [0.13, -0.16, 0.02], [0.31, 0.38, -0.25], [-1.48, -0.95, -0.96], [5.21, -0.51, 3.49], [-4.29, 0.52, -2.75], [0.32, 0.96, -0.30], [0.39, 0.06, -0.32], [-0.13, -0.04, 0.84], [-0.62, -0.67, -0.44], [-0.78, -3.64, -0.88], [1.97, 5.57, 1.65], [0.00, -0.71, -0.38], [-0.45, -0.49, 0.02], [-0.12, -0.07, 0.06]], "smiles": "CC#N.CC#N.CC#N.CC#N.CC#N.CC#N.CC#N", "homo_lumo_gap_ha": 0.41479}

=====

No. 3
{"formula": "C14H21NO2S", "method": "wB97M-V/def2-TZVPD", "elements": ["O", "O", "C", "C", "C", "C", "C", "C", "N", "C", "C", "C", "C", "C", "C", "C", "C", "S", "H", "H", "H", "H", "H", "H", "H", "H", "H", "H", "H", "H", "H", "H", "H", "H", "H", "H", "H", "H", "H"], "positions_angstrom": [[-1.4524, 0.3395, 2.7817], [0.6563, -1.0095, 3.0312], [4.8650, 0.4653, 0.4853], [4.6309, 0.7457, 1.7909], [3.8527, 0.5543, -0.4403], [3.3332, 1.1383, 2.2339], [2.5354, 0.9484, -0.0227], [2.2793, 1.0839, 1.3271], [-0.4465, -0.8450, 0.6415], [0.4370, -1.9846, 0.1993], [-3.6574, -0.1102, -2.3303], [-3.9437, -0.0516, -0.9071], [-2.1942, 0.2455, -2.7794], [-2.8516, -0.6348, -0.0021], [-1.0850, -0.4556, -1.8575], [-1.3898, -0.2200, -0.3057], [0.8576, 1.3251, 1.9342], [-0.1602, -0.1268, 2.2089], [5.8218, -0.0219, 0.2308], [5.5335, 0.6709, 2.4241], [4.0919, 0.1551, -1.4079], [3.2003, 1.2481, 3.2959], [1.8026, 0.9871, -0.7609], [1.0068, -2.3238, 1.1632], [1.2209, -1.6742, -0.4073], [-0.0493, -2.7326, -0.3119], [-3.8423, -1.1437, -2.6223], [-4.3203, 0.4486, -2.9135], [-4.8970, -0.5190, -0.6577], [-4.1635, 0.9701, -0.6150], [-2.0430, 1.3174, -2.7050], [-2.2075, 0.0228, -3.8040], [-3.0693, -0.2598, 1.0809], [-3.0030, -1.7277, -0.0390], [-0.0509, -0.0303, -1.9232], [-1.0413, -1.5066, -2.1044], [-1.3210, 0.8749, -0.1310], [0.8657, 1.8251, 2.9183], [0.1986, 2.0116, 1.3010]], "atomic_forces_ev_per_a": [[2.56, -0.72, -1.68], [-0.80, 0.36, -1.26], [0.59, -1.21, -0.86], [-0.36, 1.16, 1.76], [-1.46, 0.23, 0.66], [1.99, -1.62, -0.56], [2.81, -1.32, -0.03], [-1.38, 1.28, 1.50], [1.10, -0.40, 0.95], [1.09, 1.81, 4.57], [2.13, -1.66, -1.15], [-0.21, 1.14, 2.12], [-0.23, 0.02, 3.07], [-0.62, 0.51, 1.99], [0.10, 1.23, 0.84], [-1.40, 0.24, -0.77], [-0.50, 1.34, -1.55], [-1.63, -0.70, 0.31], [-0.46, 0.64, -0.12], [-1.02, 0.15, 0.23], [-0.44, 0.40, -0.64], [-0.36, 0.23, 0.13], [-1.42, 0.08, -0.93], [-1.45, 0.11, -1.76], [1.37, 1.04, -1.39], [-1.60, -1.79, -0.58], [0.19, -0.31, -0.37], [-1.13, 1.09, -0.84], [0.04, -0.42, -0.13], [0.37, 0.58, 0.15], [-0.04, 0.33, 0.10], [0.86, -0.65, -1.42], [0.34, -1.03, -1.79], [0.60, 0.21, 0.22], [-0.81, -0.29, -0.83], [0.03, -0.39, 0.13], [-0.13, -0.37, -0.27], [0.29, -0.43, -0.32], [0.97, -0.90, 0.53]], "smiles": "CN(C1CCCCC1)S(=O)(=O)Cc1ccccc1", "homo_lumo_gap_ha": 0.36420}

=====

So what do the calculations give for E_tot? Going down the list: -25285.8945 -25285.0412 -31277.0554 eV.